This record from the OMol25 dataset describes a molecular structure, C5H9N3O in a non-equilibrium geometry. The level of theory is wB97M-V/def2-TZVPD.

```
18
Properties=species:S:1:pos:R:3
C -0.0559 0.4419 -0.0329
C -0.9784 0.1583 1.1704
C -1.5131 -0.9491 0.2131
C -1.3304 0.0728 -0.8903
C 0.6467 -0.8980 -0.1500
H 0.8501 1.7699 -1.1936
H 0.3072 2.4392 0.1951
H -0.5611 -0.1643 2.1239
H -1.7359 0.9385 1.2786
H -2.4189 -1.5263 0.3103
H -2.1253 0.7962 -0.8239
H -1.1804 -0.2749 -1.9006
H 2.2725 -1.9704 -0.3343
H 2.6110 0.6549 0.1815
N 0.7546 1.6059 -0.1864
N -0.2799 -1.8219 -0.0215
N 1.9658 -1.0050 -0.4253
O 2.7712 -0.2677 0.4861
```

The HOMO energy comes out at -8.73 eV. The LUMO energy comes out at 0.0296 Ha. The calculation puts the total energy at -11845.5080 eV.